<1>
The following is a DFT calculation (ωB97M-V/def2-TZVPD) of an isolated ion of composition C5H11BrN and charge +1.

Geometry as XYZ:
```
18
Properties=species:S:1:pos:R:3
C 1.045 1.236 -0.728
C -0.193 0.375 -0.102
C -0.088 -1.012 -0.548
N 0.921 -1.808 0.262
C -0.644 0.756 1.291
C -1.579 0.940 0.092
Br -3.099 -0.304 -0.004
H 1.507 0.810 -1.641
H 1.820 1.495 0.048
H 0.668 2.224 -1.240
H 0.170 -1.040 -1.578
H -0.916 -1.574 -0.342
H 1.804 -1.217 0.180
H 0.920 -2.658 -0.348
H 0.466 -1.977 1.140
H -0.299 1.697 1.579
H -0.798 0.071 2.140
H -1.706 1.985 -0.202
```

Computed properties:
SMILES string   C[C@@]1(C[NH3+])C[C@@H]1Br
HOMO-LUMO gap   9.78 eV
Net charge   +1



<2>
The following is a DFT calculation (ωB97M-V/def2-TZVPD) of a 2-piece molecular cluster, C5H11BrN overall.

Geometry as XYZ:
```
18
Properties=species:S:1:pos:R:3
C -1.048 1.521 -0.171
C -0.926 0.219 -0.173
C -2.228 2.388 0.011
C 1.532 -0.666 1.006
C 1.267 -0.749 -0.380
N 0.604 -2.000 -0.768
Br -2.248 -1.144 0.148
H -0.148 2.156 -0.196
H -3.113 1.863 0.072
H -2.264 2.767 1.016
H -2.153 3.259 -0.563
H 1.458 0.278 1.363
H 2.432 -1.081 1.197
H 0.746 -1.299 1.532
H 1.808 -0.229 -1.273
H 0.684 -2.074 -1.755
H -0.346 -1.820 -0.411
H 0.941 -2.925 -0.432
```

Computed properties:
HOMO-LUMO gap (spin up / spin down)   8.43 / 8.43 eV
Net charge   +1



<3>
The following is a DFT calculation (ωB97M-V/def2-TZVPD) of an isolated ion of composition C5H11BrN and charge +1.

Geometry as XYZ:
```
18
Properties=species:S:1:pos:R:3
C 1.139 0.832 2.055
C 0.700 0.003 0.858
C 1.091 -1.420 0.845
C -0.405 0.401 0.237
Br -1.069 2.256 0.276
C -1.133 -0.327 -1.120
N -1.260 0.446 -2.461
H 2.146 1.165 1.816
H 1.325 0.271 3.026
H 0.522 1.697 2.165
H 0.581 -1.663 1.845
H 2.139 -1.427 0.926
H 0.691 -2.053 0.007
H -0.512 -1.315 -1.353
H -2.166 -0.705 -0.840
H -1.516 1.437 -2.276
H -1.889 -0.186 -3.098
H -0.383 0.588 -2.908
```

Computed properties:
SMILES string   CC(C)=C(Br)C[NH3+]
HOMO-LUMO gap   9.34 eV
Net charge   +1



Need the numbers? Relative energies in kcal/mol: <1> 0.0; <2> 64.8; <3> 2.8.



<1>
The following is a DFT calculation (ωB97M-V/def2-TZVPD) of one molecule with the formula C3H7N3O.

Geometry as XYZ:
```
14
Properties=species:S:1:pos:R:3
C 1.144 -0.765 0.518
C -0.320 -0.779 0.409
C 1.841 0.125 -0.203
N -0.997 1.429 0.244
N -1.179 0.162 0.132
N -2.378 -0.329 -0.275
O 3.285 0.175 -0.097
H 1.627 -1.534 1.110
H -0.781 -1.735 0.763
H 1.389 0.838 -0.883
H -1.758 1.795 -0.307
H -3.171 0.335 -0.385
H -2.107 -0.911 -1.076
H 3.406 1.196 0.049
```

Computed properties:
HOMO-LUMO gap   8.04 eV



<2>
The following is a DFT calculation (ωB97M-V/def2-TZVPD) of a 3-piece molecular cluster, C3H7N3O overall.

Geometry as XYZ:
```
14
Properties=species:S:1:pos:R:3
C 2.069 1.514 -0.145
C -0.780 -0.410 0.033
C 1.175 0.667 0.703
N -2.159 -1.462 -1.172
N -1.222 -0.813 1.210
N -0.219 -0.016 -0.943
O 1.313 0.366 1.842
H -1.665 -1.937 -1.926
H -2.760 -0.784 -1.639
H -0.585 -0.773 1.994
H -1.981 -1.479 1.150
H 2.498 0.878 -0.919
H 1.462 2.269 -0.645
H 2.852 1.981 0.457
```

Computed properties:
HOMO-LUMO gap (spin up / spin down)   6.85 / 9.32 eV



<3>
The following is a DFT calculation (ωB97M-V/def2-TZVPD) of one molecule with the formula C3H7N3O.

Geometry as XYZ:
```
14
Properties=species:S:1:pos:R:3
H 2.189 -3.143 -1.231
N 2.085 -2.398 -0.550
C 0.917 -1.909 -0.615
N 0.577 -0.890 0.243
C -0.545 -0.107 0.044
O -1.444 -0.378 -0.727
N -0.435 1.045 0.751
C -1.130 2.263 0.310
H 0.101 -2.176 -1.291
H 1.334 -0.508 0.792
H -0.004 1.086 1.658
H -1.406 2.154 -0.750
H -0.362 3.080 0.288
H -1.876 1.880 1.078
```

Computed properties:
SMILES string   [H]/N=C/NC(=O)NC
HOMO-LUMO gap   9.98 eV



Need the numbers? Relative energies in kcal/mol: <1> 82.0; <2> 90.3; <3> 0.0.



<1>
The following is a DFT calculation (ωB97M-V/def2-TZVPD) of one molecule with the formula C3H7N3O.

Geometry as XYZ:
```
14
Properties=species:S:1:pos:R:3
N 1.241 1.455 0.107
N 1.694 0.375 -0.549
C 1.348 -0.803 -0.228
C 0.065 -1.029 0.731
C -1.069 -0.959 -0.371
N -1.867 0.018 -0.601
O -1.628 1.210 0.134
H 0.364 1.468 0.330
H 1.717 2.244 -0.357
H 1.858 -1.611 -0.728
H -0.104 -2.024 1.079
H -0.196 -0.300 1.505
H -1.051 -1.851 -0.984
H -2.371 1.808 -0.066
```

Computed properties:
SMILES string   N/N=C\C/C=N\O
HOMO-LUMO gap   9.39 eV



<2>
The following is a DFT calculation (ωB97M-V/def2-TZVPD) of one molecule with the formula C3H7N3O.

Geometry as XYZ:
```
14
Properties=species:S:1:pos:R:3
C -1.691 -0.304 0.705
N 1.903 -0.093 -0.152
C -0.607 0.027 -0.271
C 0.732 1.517 1.017
O 1.725 -1.158 -1.059
N 0.677 0.398 0.367
N -0.816 0.015 -1.504
H 1.887 -1.970 -0.556
H 2.406 0.652 -0.638
H -0.044 0.272 -2.110
H -0.261 1.799 1.390
H -2.180 -1.218 0.379
H -2.439 0.489 0.721
H -1.293 -0.427 1.710
```

Computed properties:
HOMO-LUMO gap   9.26 eV



Need the numbers? Relative energies in kcal/mol: <1> 0.0; <2> 29.3.



<1>
The following is a DFT calculation (ωB97M-V/def2-TZVPD) of C3H7N3O as an isolated structure.

Geometry as XYZ:
```
14
Properties=species:S:1:pos:R:3
C -1.615 -0.823 0.680
C 0.529 0.166 0.667
N 0.923 -0.144 -1.101
C 0.412 1.252 -1.291
O 1.736 0.429 1.230
N 0.012 1.698 -0.207
N -0.333 -0.527 1.267
H 1.616 0.344 2.187
H 1.921 -0.351 -1.073
H 0.453 -0.874 -1.630
H 0.276 1.581 -2.320
H -1.545 -1.593 -0.102
H -2.103 0.054 0.242
H -2.283 -1.210 1.451
```

Computed properties:
HOMO-LUMO gap   9.05 eV



<2>
The following is a DFT calculation (ωB97M-V/def2-TZVPD) of one molecule with the formula C3H7N3O.

Geometry as XYZ:
```
14
Properties=species:S:1:pos:R:3
H 2.353 2.085 -2.667
N 2.311 1.288 -2.036
C 1.112 1.088 -1.671
N 0.819 0.042 -0.810
C -0.374 0.018 -0.086
O -1.274 0.816 -0.289
N -0.422 -0.962 0.863
C -1.471 -0.991 1.858
H 0.225 1.658 -1.952
H 1.630 -0.460 -0.472
H 0.323 -1.638 0.919
H -2.041 -0.066 1.759
H -1.038 -1.038 2.863
H -2.151 -1.839 1.721
```

Computed properties:
SMILES string   [H]/N=C/NC(=O)NC
HOMO-LUMO gap   10.43 eV



Need the numbers? Relative energies in kcal/mol: <1> 90.9; <2> 0.0.



<1>
The following is a DFT calculation (ωB97M-V/def2-TZVPD) of C3H7N3O as an isolated structure.

Geometry as XYZ:
```
14
Properties=species:S:1:pos:R:3
C 0.202 1.376 -0.432
C -0.668 0.187 -0.295
N -1.668 -0.193 -1.161
C 1.225 0.325 -0.093
O 1.540 -1.561 1.273
N 0.878 -0.289 1.172
N -0.521 -0.562 0.877
H 1.935 -1.498 2.154
H -1.551 0.005 -2.146
H -2.156 -1.063 -0.996
H -1.184 -0.338 1.625
H 0.279 1.780 -1.439
H 0.045 2.163 0.313
H 1.645 -0.332 -0.852
```

Computed properties:
HOMO-LUMO gap   7.62 eV



<2>
The following is a DFT calculation (ωB97M-V/def2-TZVPD) of a 2-piece molecular cluster, C3H7N3O overall.

Geometry as XYZ:
```
14
Properties=species:S:1:pos:R:3
C 0.836 1.454 -0.031
C -0.366 -0.982 0.192
C -0.336 -0.074 -0.971
N -1.259 -2.000 0.181
N 0.766 1.937 1.237
N -0.153 -0.393 -2.183
O 0.427 -0.786 1.123
H -1.354 -2.593 0.990
H -1.910 -2.095 -0.580
H 0.000 -1.399 -2.350
H 1.489 1.652 1.883
H -0.173 1.989 1.611
H 1.844 1.290 -0.391
H 0.189 1.998 -0.710
```

Computed properties:
HOMO-LUMO gap (spin up / spin down)   7.74 / 7.74 eV



<3>
The following is a DFT calculation (ωB97M-V/def2-TZVPD) of a 2-piece molecular cluster, C3H7N3O overall.

Geometry as XYZ:
```
14
Properties=species:S:1:pos:R:3
C 1.743 1.037 -0.522
N 1.646 -0.374 -0.787
C 0.959 -1.214 -0.248
N 0.402 -2.258 0.163
C -1.237 0.047 0.268
O -1.891 -0.985 0.768
N -2.040 1.102 0.158
H 2.489 1.242 0.254
H 0.766 1.401 -0.181
H 2.047 1.553 -1.435
H -1.227 -1.721 0.734
H 1.035 -2.849 0.690
H -1.663 1.941 -0.250
H -3.029 1.080 0.389
```

Computed properties:
HOMO-LUMO gap   9.67 eV



<4>
The following is a DFT calculation (ωB97M-V/def2-TZVPD) of a 2-piece molecular cluster, C3H7N3O overall.

Geometry as XYZ:
```
14
Properties=species:S:1:pos:R:3
C 1.819 0.978 -0.547
N 1.731 -0.439 -0.817
C 1.115 -1.295 -0.227
N 0.493 -2.272 0.234
C -1.303 0.177 0.244
O -1.920 -0.933 0.636
N -2.194 1.167 0.183
H 2.556 1.172 0.240
H 0.835 1.333 -0.223
H 2.137 1.498 -1.454
H -1.230 -1.634 0.610
H 1.028 -2.863 0.860
H -1.887 2.073 -0.128
H -3.181 1.040 0.389
```

Computed properties:
HOMO-LUMO gap   9.66 eV



Need the numbers? Relative energies in kcal/mol: <1> 81.1; <2> 28.2; <3> 3.0; <4> 0.0.